# C55H72GeKN6O4

C55H72GeKN6O4 as an isolated structure in a non-equilibrium geometry (the ωB97M-V functional and the def2-TZVPD basis, OMol25).

Atoms and positions in Å:
1 K 0.56 0.13 -0.13
2 C -0.34 -0.10 3.39
3 N -0.08 -1.44 2.89
4 C 1.02 -2.06 3.61
5 C 2.39 -1.69 3.05
6 C 2.85 -2.52 1.86
7 N 2.32 -2.09 0.58
8 C 2.07 -3.02 -0.26
9 C 1.67 -2.91 -1.67
10 C 1.36 -4.12 -2.30
11 C 1.03 -4.20 -3.63
12 C 1.03 -3.02 -4.38
13 C 1.34 -1.81 -3.81
14 C 1.65 -1.68 -2.42
15 O 1.88 -0.54 -1.91
16 C -1.31 -2.24 2.86
17 C -2.11 -1.93 1.60
18 C -1.34 -2.38 0.37
19 N -1.44 -1.37 -0.69
20 C -1.57 -1.73 -1.89
21 C -1.87 -0.77 -2.98
22 C -2.63 -1.30 -4.02
23 C -3.18 -0.52 -5.02
24 C -2.98 0.85 -4.96
25 C -2.20 1.40 -3.96
26 C -1.58 0.61 -3.00
27 O -0.72 1.15 -2.10
28 H -0.70 -0.12 4.43
29 H -1.08 0.42 2.80
30 H 0.58 0.49 3.36
31 H 0.90 -3.15 3.56
32 H 0.97 -1.80 4.68
33 H 3.14 -1.78 3.85
34 H 2.39 -0.63 2.76
35 H 2.62 -3.59 2.05
36 H 3.95 -2.45 1.80
37 H 2.17 -4.07 0.07
38 H 1.39 -5.02 -1.69
39 H 0.78 -5.15 -4.09
40 H 0.78 -3.05 -5.44
41 H 1.32 -0.90 -4.40
42 H -1.92 -2.06 3.77
43 H -1.03 -3.29 2.87
44 H -2.29 -0.85 1.53
45 H -3.10 -2.39 1.65
46 H -1.68 -3.36 0.01
47 H -0.28 -2.48 0.65
48 H -1.60 -2.79 -2.18
49 H -2.80 -2.37 -4.02
50 H -3.77 -0.96 -5.80
51 H -3.44 1.50 -5.69
52 H -2.07 2.48 -3.92
53 C 6.46 2.93 4.36
54 C 6.62 1.92 3.23
55 C 7.69 2.44 2.26
56 C 7.07 0.58 3.83
57 C 5.32 1.70 2.46
58 C 5.27 0.79 1.40
59 C 4.09 0.61 0.72
60 N 2.97 1.26 1.02
61 C 2.99 2.13 2.02
62 C 4.15 2.37 2.76
63 C 1.70 2.84 2.33
64 C 1.57 3.67 3.42
65 C 0.35 4.29 3.70
66 C -0.69 4.04 2.82
67 C -0.48 3.20 1.73
68 N 0.67 2.59 1.50
69 C 0.20 5.14 4.96
70 C -1.22 5.69 5.10
71 C 1.18 6.31 4.91
72 C 0.50 4.27 6.19
73 H 7.42 3.06 4.87
74 H 5.73 2.61 5.10
75 H 6.16 3.91 3.98
76 H 8.64 2.57 2.78
77 H 7.40 3.39 1.83
78 H 7.86 1.74 1.44
79 H 7.97 0.73 4.44
80 H 7.30 -0.15 3.05
81 H 6.29 0.16 4.46
82 H 6.15 0.23 1.11
83 H 4.01 -0.10 -0.10
84 H 4.12 3.09 3.57
85 H 2.41 3.84 4.09
86 H -1.68 4.43 2.98
87 H -1.31 2.95 1.08
88 H -1.49 6.33 4.26
89 H -1.29 6.29 6.01
90 H -1.96 4.89 5.16
91 H 0.99 6.95 4.05
92 H 2.22 5.96 4.84
93 H 1.09 6.92 5.81
94 H -0.14 3.39 6.21
95 H 0.33 4.84 7.10
96 H 1.54 3.93 6.19
97 C 0.06 5.11 -5.31
98 C 0.87 4.07 -6.07
99 C 1.74 3.15 -5.20
100 C 0.97 2.08 -4.42
101 Ge 0.30 2.58 -2.66
102 C 1.84 2.96 -1.56
103 C 2.13 4.48 -1.52
104 C 3.10 4.86 -0.40
105 C 4.47 4.23 -0.54
106 H -0.49 5.76 -5.99
107 H 0.70 5.74 -4.69
108 H -0.67 4.65 -4.64
109 H 1.52 4.59 -6.78
110 H 0.20 3.45 -6.66
111 H 2.35 3.76 -4.53
112 H 2.46 2.66 -5.86
113 H 1.66 1.27 -4.14
114 H 0.20 1.62 -5.04
115 H -0.66 3.78 -2.59
116 H 2.68 2.41 -2.00
117 H 1.75 2.61 -0.54
118 H 1.20 5.04 -1.41
119 H 2.55 4.80 -2.48
120 H 2.65 4.56 0.55
121 H 3.19 5.96 -0.36
122 H 4.41 3.14 -0.51
123 H 5.14 4.53 0.27
124 H 4.95 4.51 -1.48
125 O -3.05 1.90 3.36
126 C -3.58 1.49 2.32
127 N -3.06 1.54 1.07
128 C -3.99 1.01 0.20
129 O -3.91 0.94 -1.02
130 C -5.18 0.51 0.98
131 C -6.33 -0.14 0.59
132 C -7.25 -0.47 1.59
133 C -7.00 -0.16 2.93
134 C -5.83 0.50 3.30
135 C -4.93 0.81 2.30
136 H -6.51 -0.38 -0.45
137 H -8.17 -0.99 1.33
138 H -7.73 -0.43 3.68
139 H -5.62 0.75 4.33

Properties
Energy relative to the best compared isomer or geometry (same formula, charge and spin)   0.159 eV
Electronic energy   -148180.4730 eV
Orbital gap   0.2320 hartree
Lowest unoccupied orbital energy   1.92 eV
Charge   -1
HOMO energy   -0.16155 Ha

***

# C22H18Br2N4O2Pt

C22H18Br2N4O2Pt as an isolated structure (the ωB97M-V functional and the def2-TZVPD basis, OMol25).

Atoms and positions in Å:
1 Pt 0.88 0.19 -0.08
2 C 1.80 4.53 -0.50
3 C 0.72 3.49 -0.23
4 O 1.12 2.24 -0.32
5 C -0.52 3.98 0.05
6 C -1.67 3.14 0.28
7 C -3.05 3.75 0.35
8 N -1.45 1.88 0.35
9 N -2.58 1.09 0.39
10 C -2.26 -0.10 0.04
11 O -1.04 -0.54 -0.25
12 C -3.39 -1.09 -0.06
13 C -3.20 -2.43 -0.36
14 C -4.28 -3.31 -0.44
15 C -5.57 -2.85 -0.23
16 C -5.77 -1.50 0.07
17 C -4.69 -0.64 0.15
18 H 2.71 4.09 -0.90
19 H 2.05 5.06 0.42
20 H 1.44 5.27 -1.22
21 H -0.65 5.05 0.04
22 H -2.99 4.84 0.32
23 H -3.55 3.44 1.26
24 H -3.66 3.41 -0.49
25 H -2.21 -2.81 -0.55
26 H -4.11 -4.35 -0.68
27 H -6.41 -3.53 -0.29
28 H -6.77 -1.13 0.24
29 H -4.84 0.41 0.38
30 Br 7.54 0.02 0.10
31 C 5.67 0.13 0.06
32 C 5.04 1.36 0.03
33 C 3.66 1.39 0.01
34 N 2.91 0.29 0.01
35 C 3.53 -0.91 0.05
36 C 4.91 -1.02 0.08
37 C 2.63 -2.07 0.09
38 C 3.06 -3.38 0.17
39 C 2.13 -4.39 0.22
40 Br 2.69 -6.18 0.33
41 C 0.78 -4.08 0.21
42 C 0.42 -2.74 0.13
43 N 1.32 -1.76 0.07
44 H 5.60 2.28 0.03
45 H 3.09 2.30 -0.01
46 H 5.38 -1.99 0.11
47 H 4.12 -3.60 0.18
48 H 0.02 -4.84 0.26
49 H -0.60 -2.40 0.11

Properties
Energy relative to the best compared isomer or geometry (same formula, charge and spin)   0.000 eV
Electronic energy   -176491.8412 eV
Orbital gap   0.1835 hartree
Lowest unoccupied orbital energy   -1.42 eV
Charge   0
HOMO energy   -0.23567 Ha

***

# C14H17NO6S

One molecule with the formula C14H17NO6S in a non-equilibrium geometry (the ωB97M-V functional and the def2-TZVPD basis, OMol25).

Atoms and positions in Å:
1 C -2.80 -1.94 1.58
2 N -1.59 -2.05 0.81
3 C -0.38 -1.61 1.47
4 S -1.73 -1.58 -0.79
5 O -0.46 -1.84 -1.41
6 O -2.90 -2.21 -1.32
7 C -1.98 0.19 -0.69
8 C -3.21 0.74 -0.40
9 C -3.30 2.10 -0.17
10 C -2.16 2.89 -0.20
11 C -0.92 2.34 -0.50
12 C 0.34 3.18 -0.50
13 O 1.48 2.36 -0.65
14 C 1.78 1.57 0.40
15 O 1.35 1.75 1.52
16 C 2.61 0.43 0.01
17 C 2.96 -0.50 0.91
18 O 3.63 -1.63 0.62
19 C 4.07 -1.71 -0.73
20 C 3.03 -1.09 -1.67
21 O 2.84 0.27 -1.34
22 C -0.85 0.98 -0.77
23 H -3.62 -2.25 0.94
24 H -2.97 -0.92 1.94
25 H -2.74 -2.61 2.44
26 H 0.44 -1.76 0.78
27 H -0.42 -0.55 1.76
28 H -0.22 -2.22 2.36
29 H -4.08 0.10 -0.37
30 H -4.25 2.55 0.05
31 H -2.23 3.95 0.01
32 H 0.35 3.87 -1.35
33 H 0.40 3.74 0.44
34 H 2.72 -0.40 1.95
35 H 4.23 -2.76 -0.95
36 H 5.02 -1.16 -0.83
37 H 3.38 -1.11 -2.70
38 H 2.08 -1.63 -1.58
39 H 0.08 0.50 -1.05

Properties
Energy relative to the best compared isomer or geometry (same formula, charge and spin)   2.021 eV
Electronic energy   -39402.7496 eV
Orbital gap   0.3460 hartree
Lowest unoccupied orbital energy   0.64 eV
Charge   0
HOMO energy   -0.32252 Ha
SMILES string   CN(C)S(=O)(=O)c1cccc(COC(=O)C2=COCCO2)c1

***

# C3H12O3

A 3-piece molecular cluster, C3H12O3 overall in a non-equilibrium geometry (the ωB97M-V functional and the def2-TZVPD basis, OMol25).

Atoms and positions in Å:
1 C 0.59 -0.98 -0.30
2 C 0.80 0.50 -0.02
3 C -0.43 1.14 0.61
4 O 0.92 1.20 -1.31
5 H 0.23 -1.51 0.62
6 H 1.49 -1.55 -0.37
7 H 0.01 -1.22 -1.19
8 H 1.72 0.76 0.52
9 H -0.83 2.04 0.11
10 H -0.33 1.49 1.63
11 H -1.29 0.48 0.57
12 H 1.82 1.18 -1.65
13 H -1.22 -2.88 4.45
14 H -1.02 -1.80 3.41
15 O -1.73 -2.34 3.84
16 H -0.89 1.55 -3.83
17 H 0.30 0.96 -3.12
18 O -0.14 0.97 -3.98

Properties
Energy relative to the best compared isomer or geometry (same formula, charge and spin)   0.448 eV
Electronic energy   -9446.6554 eV
Orbital gap (spin up / spin down)   0.0952 / 0.4054 hartree
Lowest unoccupied orbital energy (spin up / spin down)   3.51 / 3.61 eV
Charge   -1
HOMO energy (spin up / spin down)   0.03369 / -0.27282 Ha
⟨S²⟩   0.750
Multiplicity   2

***

# C3H4FeO5

C3H4FeO5 as an isolated structure in a non-equilibrium geometry (the ωB97M-V functional and the def2-TZVPD basis, OMol25).

Atoms and positions in Å:
1 C -2.40 0.65 0.00
2 C -2.06 -0.73 0.04
3 O -0.90 -1.33 0.19
4 C 0.36 -0.90 -0.15
5 O 1.25 -1.75 -0.20
6 O 0.62 0.33 -0.08
7 O -1.62 1.65 -0.03
8 H -3.47 0.86 -0.12
9 H -2.87 -1.44 -0.12
10 H -0.65 1.34 -0.06
11 O 4.27 0.62 -0.08
12 H 4.90 0.68 0.64
13 Fe 2.59 0.03 -0.04

Properties
Electronic energy   -47778.0315 eV
Orbital gap (spin up / spin down)   0.3647 / 0.2915 hartree
Lowest unoccupied orbital energy (spin up / spin down)   -9.03 / -13.16 eV
Charge   +2
HOMO energy (spin up / spin down)   -0.69656 / -0.77502 Ha
⟨S²⟩   12.019
Multiplicity   7

***

# C29H38N4O2P2Ru

C29H38N4O2P2Ru as an isolated structure in a non-equilibrium geometry (the ωB97M-V functional and the def2-TZVPD basis, OMol25).

Atoms and positions in Å:
1 Ru 0.09 1.27 0.21
2 C -1.54 1.49 -3.36
3 C -1.44 0.19 -3.06
4 C -0.54 -0.73 -3.81
5 C 0.89 -0.09 -3.98
6 C 1.40 0.60 -2.73
7 C 1.01 1.84 -2.31
8 C 0.48 2.92 -3.23
9 C -0.59 2.34 -4.17
10 C 1.22 0.98 2.19
11 H -2.47 2.02 -3.23
12 H -2.25 -0.30 -2.54
13 H -0.91 -0.97 -4.83
14 H -0.50 -1.72 -3.34
15 H 1.63 -0.88 -4.22
16 H 0.86 0.59 -4.85
17 H 2.30 0.17 -2.22
18 H 1.51 2.24 -1.41
19 H 1.34 3.34 -3.76
20 H 0.13 3.77 -2.64
21 H -1.11 3.19 -4.63
22 H -0.08 1.83 -5.00
23 H 0.50 1.74 2.60
24 H 2.22 1.36 2.47
25 H 1.04 0.07 2.82
26 P 1.56 -0.52 0.42
27 P -1.30 -0.76 0.85
28 N 2.98 0.62 0.03
29 N 2.54 -1.69 1.39
30 N -2.40 0.48 0.22
31 N -2.59 -1.60 1.67
32 C 0.79 -1.61 -0.88
33 C -0.67 -1.98 -0.46
34 C 2.76 1.98 0.29
35 C 3.88 2.71 -0.15
36 C 4.78 1.76 -0.71
37 C 4.21 0.49 -0.58
38 C 3.43 -1.27 2.40
39 C 4.18 -2.37 2.83
40 C 3.77 -3.50 2.02
41 C 2.77 -3.06 1.15
42 C -1.88 1.87 0.39
43 C -2.62 2.65 -0.60
44 C -3.57 1.82 -1.16
45 C -3.40 0.50 -0.70
46 C -3.96 -1.69 1.40
47 C -4.49 -2.80 2.07
48 C -3.43 -3.37 2.86
49 C -2.29 -2.60 2.62
50 H 1.43 -2.48 -1.09
51 H 0.74 -1.02 -1.81
52 H -1.36 -1.89 -1.31
53 H -0.68 -3.02 -0.05
54 H 1.80 2.39 0.69
55 H 4.00 3.78 -0.07
56 H 5.72 2.00 -1.16
57 H 4.59 -0.47 -0.84
58 H 3.45 -0.24 2.75
59 H 4.90 -2.37 3.64
60 H 4.18 -4.49 2.09
61 H 2.20 -3.58 0.41
62 H -2.00 2.15 1.45
63 H -2.44 3.72 -0.69
64 H -4.30 2.08 -1.89
65 H -3.99 -0.36 -0.92
66 H -4.45 -0.97 0.80
67 H -5.50 -3.17 2.02
68 H -3.47 -4.23 3.51
69 H -1.30 -2.63 3.04
70 C -2.37 0.24 4.96
71 C -1.41 0.14 3.81
72 O -0.47 -0.69 3.87
73 O -1.74 0.89 2.80
74 H -2.06 -0.46 5.73
75 H -3.39 0.06 4.59
76 H -2.37 1.28 5.34

Properties
Energy relative to the best compared isomer or geometry (same formula, charge and spin)   0.000 eV
Electronic energy   -61878.1569 eV
Orbital gap (spin up / spin down)   0.2483 / 0.1479 hartree
Lowest unoccupied orbital energy (spin up / spin down)   -6.72 / -9.45 eV
Charge   +2
HOMO energy (spin up / spin down)   -0.49522 / -0.49504 Ha
⟨S²⟩   6.070
Multiplicity   5

***

# C45H71CoN2O6P

C45H71CoN2O6P as an isolated structure (the ωB97M-V functional and the def2-TZVPD basis, OMol25).

Atoms and positions in Å:
1 Co -0.05 0.55 1.43
2 C 1.82 -0.69 -5.35
3 C 1.89 0.79 -4.95
4 C 3.18 1.40 -5.52
5 C 0.70 1.54 -5.56
6 C 1.86 0.86 -3.42
7 C 0.66 0.82 -2.75
8 C 0.65 0.76 -1.35
9 N -0.39 0.60 -0.52
10 C -1.71 0.82 -0.78
11 C -2.45 0.46 -1.89
12 C -3.80 0.76 -1.94
13 C -4.40 1.46 -0.86
14 C -3.74 1.85 0.28
15 C -2.36 1.49 0.35
16 O -1.61 1.73 1.37
17 C -4.52 2.57 1.38
18 C -3.67 3.15 2.51
19 C -5.50 1.56 2.00
20 C -5.32 3.73 0.77
21 C -4.67 0.36 -3.12
22 C -5.22 1.64 -3.77
23 C -3.90 -0.43 -4.17
24 C -5.84 -0.51 -2.62
25 C 1.90 0.94 -0.61
26 O 1.79 1.15 0.65
27 C 3.14 0.87 -1.31
28 C 3.08 0.83 -2.68
29 C 4.45 0.72 -0.54
30 C 5.66 0.68 -1.48
31 C 4.68 1.86 0.47
32 C 4.37 -0.62 0.22
33 H 1.87 -0.78 -6.44
34 H 2.66 -1.25 -4.92
35 H 0.89 -1.15 -5.00
36 H 3.10 1.44 -6.60
37 H 3.34 2.42 -5.15
38 H 4.06 0.81 -5.28
39 H 0.78 1.51 -6.65
40 H -0.25 1.08 -5.30
41 H 0.69 2.58 -5.24
42 H -0.27 0.79 -3.29
43 H -1.98 -0.11 -2.68
44 H -5.46 1.67 -0.94
45 H -3.15 2.38 3.09
46 H -2.92 3.85 2.13
47 H -4.33 3.70 3.19
48 H -4.97 0.72 2.45
49 H -6.09 2.04 2.78
50 H -6.19 1.16 1.25
51 H -4.65 4.45 0.29
52 H -6.04 3.40 0.02
53 H -5.87 4.25 1.55
54 H -4.41 2.26 -4.15
55 H -5.86 1.37 -4.61
56 H -5.81 2.23 -3.08
57 H -3.09 0.16 -4.61
58 H -3.47 -1.35 -3.76
59 H -4.57 -0.71 -4.98
60 H -6.49 0.04 -1.94
61 H -6.44 -0.83 -3.47
62 H -5.48 -1.40 -2.10
63 H 4.00 0.78 -3.24
64 H 5.73 1.57 -2.10
65 H 6.58 0.62 -0.88
66 H 5.65 -0.20 -2.13
67 H 4.56 2.84 0.01
68 H 3.95 1.75 1.27
69 H 5.68 1.78 0.88
70 H 4.26 -1.45 -0.48
71 H 5.27 -0.77 0.81
72 H 3.50 -0.64 0.88
73 C 1.60 3.25 3.05
74 N 2.67 2.40 3.64
75 C 3.06 2.89 4.99
76 C 2.35 0.90 3.65
77 C 0.99 0.61 4.21
78 C 0.83 0.42 5.58
79 C -0.41 0.12 6.12
80 C -1.50 0.00 5.28
81 C -1.36 0.19 3.91
82 C -0.12 0.49 3.37
83 H 1.95 4.28 3.05
84 H 0.71 3.16 3.67
85 H 1.41 2.91 2.04
86 H 3.48 2.49 3.02
87 H 2.19 2.81 5.64
88 H 3.36 3.94 4.91
89 H 3.88 2.29 5.37
90 H 3.14 0.45 4.25
91 H 2.44 0.57 2.62
92 H 1.70 0.47 6.24
93 H -0.52 -0.04 7.18
94 H -2.47 -0.25 5.68
95 H -2.22 0.06 3.26
96 C 0.94 -5.41 3.04
97 C 1.17 -3.92 2.82
98 C 0.88 -3.14 4.09
99 C 2.58 -3.67 2.30
100 O 0.20 -3.56 1.80
101 P 0.03 -2.22 0.99
102 O -1.40 -1.84 0.85
103 O 0.89 -1.12 1.66
104 O 0.79 -2.47 -0.38
105 C 0.38 -3.32 -1.49
106 C 0.03 -4.71 -0.99
107 C 1.59 -3.33 -2.41
108 C -0.81 -2.67 -2.19
109 H 1.60 -5.78 3.82
110 H 1.13 -5.96 2.12
111 H -0.09 -5.58 3.34
112 H 1.56 -3.46 4.87
113 H -0.14 -3.33 4.42
114 H 1.00 -2.07 3.93
115 H 3.31 -4.02 3.03
116 H 2.74 -2.60 2.12
117 H 2.74 -4.21 1.36
118 H 0.85 -5.12 -0.40
119 H -0.14 -5.37 -1.84
120 H -0.87 -4.70 -0.38
121 H 2.43 -3.84 -1.93
122 H 1.89 -2.31 -2.64
123 H 1.36 -3.85 -3.34
124 H -1.64 -2.53 -1.50
125 H -1.13 -3.31 -3.02
126 H -0.50 -1.71 -2.59

Properties
Energy relative to the best compared isomer or geometry (same formula, charge and spin)   0.406 eV
Electronic energy   -109996.7742 eV
Orbital gap (spin up / spin down)   0.2284 / 0.2138 hartree
Lowest unoccupied orbital energy (spin up / spin down)   -3.21 / -4.77 eV
Charge   +1
HOMO energy (spin up / spin down)   -0.34630 / -0.38920 Ha
⟨S²⟩   6.158
Multiplicity   5

***

charge of number 4 (C3H12O3)? -1